Record 1
C15H35N3O6PS | ωB97M-V/def2-TZVPD

Atoms and positions in Å:
C: 3.8458 -1.4741 -0.1500
C: 3.8093 -0.6666 -1.4482
C: 2.4334 0.0024 -1.6553
C: 2.4683 1.4974 -1.3309
C: 1.1253 2.2487 -1.4408
C: -0.1205 1.3710 -1.5767
C: -1.4372 2.1733 -1.5307
C: -2.3224 1.9319 -0.2808
C: -3.7754 1.5057 -0.5942
C: -4.2656 0.1555 -0.0726
N: -3.6563 -1.1364 -0.6644
S: -5.0198 -2.3153 -0.6017
C: -2.5633 -1.6018 0.3067
O: -2.0178 -2.7974 -0.0638
N: -0.5434 -2.6405 -0.5573
O: 0.1655 -3.0862 0.2006
C: -3.1535 -0.9331 -2.0594
P: -2.8011 -2.4245 -3.1216
O: -3.1444 -3.7161 -2.5391
O: -1.2627 -2.2600 -3.5132
O: -3.6384 -2.1097 -4.4426
H: 4.8327 -1.9055 0.0242
H: 3.1290 -2.3032 -0.2116
H: 3.5729 -0.8615 0.7131
H: 3.9947 -1.3379 -2.2893
H: 4.5786 0.1090 -1.4182
H: 1.7152 -0.5199 -1.0114
H: 2.0996 -0.1592 -2.6881
H: 3.1732 1.9594 -2.0264
H: 2.8668 1.6227 -0.3192
H: 0.9783 2.8880 -0.5631
H: 1.1451 2.9243 -2.3027
H: -0.0544 0.8223 -2.5268
H: -0.1182 0.6101 -0.7860
H: -1.2159 3.2402 -1.6174
H: -2.0159 1.9322 -2.4298
H: -2.3679 2.8725 0.2729
H: -1.8347 1.2305 0.3974
H: -4.4673 2.2167 -0.1310
H: -3.9607 1.6133 -1.6658
H: -5.3401 0.0905 -0.2604
H: -4.1280 0.0776 1.0060
H: -4.2154 -3.3902 -0.6180
H: -3.0695 -1.7138 1.2690
H: -1.8201 -0.8035 0.3682
H: -2.2566 -0.3144 -1.9802
H: -3.9069 -0.3460 -2.5857
H: -0.8841 -1.3794 -3.4739
H: -3.3086 -1.3916 -4.9902
C: 2.2324 -0.4527 4.8445
C: 3.3209 0.1356 3.9750
O: 3.6057 -0.3456 2.8882
N: 3.9834 1.2185 4.4498
C: 3.7925 1.9121 5.7087
H: 1.8147 -1.3085 4.3236
H: 2.6322 -0.7833 5.8032
H: 1.4435 0.2764 5.0338
H: 4.7015 1.5559 3.8281
H: 3.5240 2.9558 5.5397
H: 4.7038 1.8856 6.3071
H: 2.9978 1.4427 6.2789

For the total energy, the calculation gives -52994.160 eV. The LUMO energy comes out at -3.982 eV. The calculation puts the frontier orbital gap at 7.490 eV. The HOMO energy is -11.47 eV. As for the energy relative to the best compared isomer or geometry (same formula, charge and spin): 3.11 kcal/mol. For the largest force on an atom, the calculation gives 0.8 eV/A. As for the net charge: +1.

---

Record 2
C15H36BFN11O17 | ωB97M-V/def2-TZVPD

Atoms and positions in Å:
C: 0.8555 1.3846 -0.0598
B: 0.8982 2.0242 1.3523
O: 0.8294 1.2521 2.4644
N: 1.0499 3.5305 1.4999
C: 0.3901 4.5767 2.0582
N: -0.7572 4.5088 2.7068
C: -1.5794 3.3408 2.9851
C: -2.3458 2.8878 1.7387
C: -3.1933 1.6475 2.0212
C: -2.9087 0.5475 1.0196
O: -3.8389 -0.5019 1.2517
C: -3.5591 -1.5826 0.4397
O: -4.0371 -1.6980 -0.6708
N: 1.0227 5.7500 1.8601
C: 2.0810 5.4440 1.1599
N: 2.1171 4.1642 0.9296
F: 3.0683 3.5294 0.2465
H: 1.1727 2.1010 -0.8104
H: 1.4878 0.5106 -0.0821
H: -0.1471 1.0254 -0.2648
H: -0.0396 0.8425 2.5392
H: -1.0973 5.3914 3.0444
H: -1.0087 2.5347 3.4227
H: -2.3160 3.6327 3.7144
H: -3.0133 3.7041 1.4986
H: -1.6852 2.7662 0.8836
H: -2.9977 1.2248 3.0017
H: -4.2468 1.8791 2.0033
H: -1.8934 0.1851 1.1973
H: -2.9774 0.9203 0.0013
H: -2.8832 -2.3418 0.8400
H: 2.8247 6.1236 0.8007
C: 0.9143 -3.3568 -0.6522
N: 0.1517 -2.0884 -0.6679
O: 0.4585 -1.2356 -1.4692
O: -0.7517 -1.9587 0.1434
H: 1.6727 -3.3089 -1.4139
H: 1.3586 -3.4558 0.3361
H: 0.2144 -4.1618 -0.8492
C: -0.3019 7.9535 -0.1817
N: -1.4261 8.9285 -0.1775
O: -1.1564 10.0978 -0.0421
O: -2.5381 8.4647 -0.3032
H: 0.6272 8.4976 -0.0552
H: -0.4674 7.2704 0.6400
H: -0.3265 7.4334 -1.1355
C: 4.6131 -2.2767 -3.4195
N: 4.0199 -2.3080 -2.0552
O: 3.8956 -3.3870 -1.5059
O: 3.6929 -1.2494 -1.5713
H: 4.8530 -3.2906 -3.7135
H: 3.8734 -1.8410 -4.0840
H: 5.5050 -1.6598 -3.3694
C: 2.4623 -5.9280 -4.0695
N: 1.7022 -4.6486 -4.0948
O: 2.0542 -3.7915 -4.8771
O: 0.7831 -4.5458 -3.3142
H: 3.2495 -5.8741 -4.8115
H: 2.8683 -6.0418 -3.0683
H: 1.7623 -6.7259 -4.2965
C: -2.3987 -3.8937 3.4805
N: -0.9894 -4.2525 3.1616
O: -0.7917 -4.9307 2.1806
O: -0.1364 -3.8347 3.9136
H: -3.0428 -4.3331 2.7288
H: -2.6197 -4.2885 4.4670
H: -2.4670 -2.8105 3.4740
C: -4.6334 -0.7899 -3.7714
N: -4.6936 0.2343 -4.8502
O: -5.3694 1.2210 -4.6547
O: -4.0525 0.0118 -5.8524
H: -5.2467 -0.4576 -2.9438
H: -5.0040 -1.7230 -4.1829
H: -3.5948 -0.8872 -3.4725
C: 4.8733 -3.6131 2.4985
N: 3.5449 -3.8807 1.8877
O: 3.3309 -4.9872 1.4549
O: 2.7557 -2.9581 1.8616
H: 5.4618 -4.5206 2.4482
H: 5.3345 -2.8115 1.9299
H: 4.7024 -3.3107 3.5269

For the total energy, the calculation gives -70703.899 eV. The LUMO energy comes out at -3.463 eV. The calculation puts the frontier orbital gap at 8.809 eV. The HOMO energy is -12.27 eV. For the largest force on an atom, the calculation gives 2.5 eV/A. As for the net charge: +1.

---

Record 3
C15H36Cl4F7ILiMgNO8P2 | ωB97M-V/def2-TZVPD

Atoms and positions in Å:
C: 1.5847 1.4049 3.4900
C: 2.4666 0.6680 2.4561
C: 1.7226 0.0304 1.2824
C: 0.7045 -1.0272 1.7342
C: 1.0856 0.9331 0.1776
C: 0.2364 2.1406 0.5602
C: -1.2897 1.8768 0.6604
O: -1.8945 2.4628 1.4720
I: -2.4855 0.4393 -0.6850
O: 2.2835 1.4527 -0.4434
C: 3.3534 0.5437 -0.3805
N: 2.7571 -0.6033 0.3668
P: 3.7875 -1.9599 0.9725
C: 3.6932 -3.2026 -0.4055
O: 5.3180 -1.3302 0.9592
H: 0.5862 0.9822 3.6268
H: 1.4512 2.4682 3.2824
H: 2.0704 1.3678 4.4707
H: 3.2481 1.3733 2.1456
H: 3.0013 -0.1175 3.0097
H: 0.1399 -0.7064 2.6073
H: 1.1939 -1.9655 2.0243
H: -0.0188 -1.2722 0.9460
H: 0.4988 0.2320 -0.4266
H: 0.5560 2.6578 1.4654
H: 0.3574 2.8652 -0.2483
H: 4.2335 0.9948 0.0888
H: 3.7094 0.2590 -1.3801
H: 2.1657 -1.0399 -0.3555
H: 3.2834 -2.6932 -1.2894
H: 4.6937 -3.5490 -0.6834
H: 3.0344 -4.0331 -0.1511
H: 5.9314 -2.0701 1.0691
C: -1.2559 4.9997 6.1687
C: -0.6708 4.8473 4.7827
O: -0.5594 3.4929 4.4487
O: -0.4333 4.3210 7.1263
H: -1.3230 6.0499 6.4582
H: -2.2521 4.5533 6.2028
H: 0.3439 5.2648 4.7530
H: -1.2860 5.3430 4.0380
H: -1.4988 3.2173 4.3319
H: -0.1451 3.5131 6.6834
O: -1.1701 -1.7352 4.2273
H: -1.7361 -2.2935 4.7747
H: -1.5402 -0.8261 4.3513
Cl: -3.9440 0.8062 1.5351
Mg: -2.6073 0.7477 4.7827
F: 2.6474 -4.8211 -2.5670
P: 2.9754 -4.0204 -3.9512
F: 2.1374 -2.8678 -3.1063
F: 2.2510 -5.2447 -4.7254
F: 2.2910 -3.2540 -5.2938
F: 4.3355 -4.9175 -4.0149
F: 4.1240 -2.8552 -4.0969
C: -3.5704 1.4115 -5.8423
C: -4.6775 1.5719 -4.8211
O: -4.6292 0.4841 -3.8937
O: -3.7009 0.1656 -6.5195
H: -3.6010 2.2098 -6.5839
H: -2.5927 1.4223 -5.3431
H: -5.6537 1.5334 -5.3022
H: -4.5814 2.5177 -4.2807
H: -3.8334 0.5986 -3.3653
H: -3.9809 -0.4697 -5.8484
Cl: -0.4211 1.6472 -2.3273
Li: 1.4229 -1.4927 -5.8462
Cl: -1.5169 -1.9973 -3.3574
C: -2.9529 -3.0569 -3.2558
C: -2.6782 -4.3008 -2.4504
Cl: -1.5432 -5.3940 -3.2776
H: -3.2658 -3.2968 -4.2690
H: -3.7441 -2.4745 -2.7841
H: -3.6052 -4.8527 -2.3025
H: -2.2636 -4.0597 -1.4738
F: -2.7537 3.9296 3.8160

For the total energy, the calculation gives -135447.231 eV. The LUMO energy comes out at -3.180 eV. The calculation puts the frontier orbital gap at 3.441 eV. The HOMO energy is -6.62 eV. For the largest force on an atom, the calculation gives 3.7 eV/A.

---

Record 4
C15H36F6NO4S2Si4Zn | ωB97M-V/def2-TZVPD

Atoms and positions in Å:
Zn: -0.3991 1.5181 0.1744
F: 4.6346 4.1732 0.4322
C: 4.1278 2.9498 0.2397
F: 3.4326 2.9504 -0.8961
F: 5.1461 2.0968 0.1054
S: 3.0402 2.4676 1.6849
O: 2.1591 1.4661 1.1347
O: 3.9664 2.0939 2.7002
N: 2.2449 3.7972 2.0062
S: 0.7946 3.7643 1.3598
O: -0.1867 2.9669 2.0552
O: 0.7909 3.6844 -0.0761
C: 0.2990 5.5205 1.7005
F: -0.8717 5.7407 1.1017
F: 0.1603 5.7667 3.0025
F: 1.2002 6.3660 1.2001
C: -3.8485 2.2654 -2.4581
C: -2.4509 1.8357 -1.9970
C: -1.4080 2.3067 -3.0100
C: -2.1334 2.3532 -0.5910
H: -4.0711 1.8854 -3.4604
H: -3.9285 3.3555 -2.4757
H: -4.6034 1.8798 -1.7695
H: -2.4353 0.7379 -1.9849
H: -1.4822 3.3888 -3.1477
H: -1.5600 1.8199 -3.9770
H: -0.3955 2.0831 -2.6638
H: -2.9727 2.0974 0.0691
H: -2.0907 3.4494 -0.6226
C: 1.0288 -1.1230 3.5500
Si: -0.3143 -1.7701 2.3746
C: -1.9761 -1.1068 3.0303
C: -0.3767 -3.6506 2.7128
Si: -0.0016 -0.9444 0.1947
Si: -1.5584 -2.1488 -1.1118
C: -1.5374 -4.0496 -0.9574
C: -1.3246 -1.7932 -2.9762
C: -3.3647 -1.6728 -0.7195
Si: 2.0767 -1.8145 -0.5071
C: 3.5429 -1.6606 0.6909
C: 2.0903 -3.6825 -0.9199
C: 2.5614 -0.9328 -2.1217
H: 0.7379 -1.1853 4.6010
H: 1.2483 -0.0776 3.3225
H: 1.9609 -1.6789 3.4239
H: -2.1274 -1.3186 4.0914
H: -2.8147 -1.5384 2.4777
H: -2.0180 -0.0229 2.8923
H: -0.4920 -3.8499 3.7807
H: 0.5366 -4.1476 2.3753
H: -1.2141 -4.1232 2.1953
H: -0.6196 -4.4657 -1.3785
H: -2.3847 -4.5216 -1.4601
H: -1.5691 -4.3430 0.0938
H: -0.5986 -2.4835 -3.4135
H: -0.9406 -0.7800 -3.1221
H: -2.2571 -1.8813 -3.5373
H: -3.7116 -2.1567 0.1972
H: -4.0473 -1.9560 -1.5239
H: -3.4558 -0.5941 -0.5659
H: 3.4994 -2.4346 1.4614
H: 3.5327 -0.7044 1.2010
H: 4.5035 -1.7511 0.1790
H: 1.6995 -4.2720 -0.0861
H: 3.1042 -4.0321 -1.1288
H: 1.4728 -3.9028 -1.7943
H: 2.6398 0.1424 -1.9397
H: 1.7945 -1.0779 -2.8874
H: 3.5150 -1.2743 -2.5316

For the total energy, the calculation gives -143727.486 eV. The LUMO energy comes out at 2.671 eV. The calculation puts the frontier orbital gap at 7.555 eV. The HOMO energy is -4.88 eV. For the largest force on an atom, the calculation gives 1.9 eV/A. As for the net charge: -1.

---

Record 5
C15H36I2N2O8P2Si2 | ωB97M-V/def2-TZVPD

Atoms and positions in Å:
C: -2.9693 0.3925 1.6216
C: -3.7723 0.4825 0.3370
I: -5.2966 1.8801 0.4127
C: -3.5714 -0.3408 -0.6890
I: -4.8333 -0.4079 -2.3342
Si: -2.1631 -1.5809 -0.6762
O: -0.7247 -0.7778 -0.5120
Si: -0.2825 0.5791 -1.3421
N: -0.7901 0.6998 -2.9589
P: 1.9802 0.4287 -1.5323
O: 2.3893 0.0300 -2.9198
P: -1.9987 -2.8830 -2.5544
N: -2.5037 -4.3418 -2.2787
H: -3.0871 1.2740 2.2500
H: -1.9054 0.2542 1.4119
H: -3.3216 -0.4757 2.1935
H: -2.3324 -2.5467 0.4206
H: -0.7311 1.7742 -0.6026
H: -1.7626 0.8798 -3.1775
H: -0.3604 0.1051 -3.6577
H: 2.5069 1.6704 -1.1083
H: 2.4365 -0.4413 -0.5172
H: -2.5394 -2.1508 -3.6279
H: -0.6202 -2.7300 -2.8514
H: -3.2030 -4.6909 -2.9220
O: 4.6228 -2.5242 -0.1683
C: 5.3945 -2.1469 -1.0121
O: 6.6760 -1.9183 -0.6343
C: 7.6945 -1.5262 -1.5681
C: 7.6850 -0.0366 -1.8394
C: 4.9542 -1.8209 -2.4149
H: 7.6106 -2.1052 -2.4878
H: 8.6220 -1.8239 -1.0810
H: 6.7595 0.2783 -2.3221
H: 8.5143 0.2279 -2.4964
H: 7.7974 0.5212 -0.9091
H: 4.5533 -0.8072 -2.3777
H: 4.1338 -2.4791 -2.6855
H: 5.7258 -1.8634 -3.1767
O: 7.2046 4.6490 0.4266
C: 6.6286 3.7627 0.9958
O: 7.0258 2.4896 0.7647
C: 6.4801 1.3647 1.4682
C: 5.1856 0.8770 0.8583
C: 5.4509 4.0281 1.9051
H: 6.3714 1.5879 2.5299
H: 7.2522 0.6014 1.3782
H: 4.3975 1.6280 0.9364
H: 4.8521 -0.0306 1.3631
H: 5.3366 0.6445 -0.1971
H: 4.5600 4.1023 1.2794
H: 5.6109 4.9951 2.3739
H: 5.2746 3.2720 2.6631
O: -8.3768 2.2918 2.1223
C: -8.9064 1.2605 2.4405
O: -8.2251 0.1103 2.2407
C: -8.7165 -1.1704 2.6617
C: -9.6720 -1.7759 1.6569
C: -10.3112 1.2201 2.9924
H: -9.1592 -1.1023 3.6557
H: -7.8162 -1.7768 2.7494
H: -10.5763 -1.1765 1.5492
H: -9.9636 -2.7763 1.9789
H: -9.1904 -1.8527 0.6823
H: -10.9989 1.2221 2.1453
H: -10.4698 2.1363 3.5543
H: -10.5364 0.3592 3.6132

For the total energy, the calculation gives -86035.161 eV. The LUMO energy comes out at -0.010 eV. The calculation puts the frontier orbital gap at 8.501 eV. The HOMO energy is -8.51 eV. For the largest force on an atom, the calculation gives 0.5 eV/A.

---

Record 6
C15H37AlB2CaF7KNO9P | ωB97M-V/def2-TZVPD

Atoms and positions in Å:
C: 0.8547 -0.6278 -1.3916
C: -0.2252 0.6040 -1.3309
N: -0.9925 0.7242 -0.0331
B: -0.1053 1.0496 1.1538
C: 0.4886 2.5826 1.1843
C: 2.1421 2.6061 1.4278
C: 2.8096 3.5036 0.2059
F: 2.1665 4.8681 0.2332
F: 4.3130 3.5885 0.3153
F: 2.4877 2.7857 -1.0623
P: -1.2048 0.8081 2.7315
O: -1.9912 -0.5856 2.7330
O: -0.1147 0.9898 4.0990
O: -2.3480 2.1601 2.8430
H: 0.2847 -1.6544 -1.3984
H: 1.7270 -0.5620 -0.6058
H: 1.3846 -0.5504 -2.4586
H: -1.0387 0.3724 -2.1736
H: 0.2682 1.6291 -1.6396
H: -1.5955 1.5919 -0.1586
H: 0.8016 0.2821 1.2805
H: 0.1630 3.2271 0.2608
H: 0.0416 3.1082 2.1584
H: 2.5989 1.5094 1.4833
H: 2.4312 3.1428 2.4527
H: 0.6356 0.3181 3.9743
H: -2.2926 2.6471 1.9569
C: 0.2065 -5.0999 1.9236
C: 0.8940 -4.2153 0.8985
O: 1.8284 -3.3064 1.4747
C: 2.9388 -3.8837 2.1563
C: 3.8296 -4.7192 1.2537
H: -0.2110 -4.4990 2.7375
H: -0.5989 -5.6737 1.4557
H: 0.9084 -5.8114 2.3694
H: 0.1341 -3.6028 0.4010
H: 1.3734 -4.8122 0.1164
H: 2.5985 -4.4600 3.0224
H: 3.5275 -3.0481 2.5504
H: 3.3195 -5.6296 0.9253
H: 4.7392 -5.0186 1.7833
H: 4.1088 -4.1566 0.3571
K: 3.4893 -6.1622 -0.6264
Al: 4.2544 5.3490 -0.5414
C: -1.4792 2.1117 -6.5758
C: -1.3285 1.2678 -5.3202
C: -1.8460 -0.1453 -5.5367
O: -2.0503 1.8767 -4.2526
H: -2.5324 2.1993 -6.8651
H: -1.1140 3.1296 -6.4015
H: -0.9221 1.6781 -7.4121
H: -0.2743 1.2324 -5.0247
H: -2.9123 -0.1377 -5.7892
H: -1.7426 -0.7375 -4.6211
H: -1.2999 -0.6466 -6.3418
H: -2.9877 1.9123 -4.5061
B: 1.3085 8.5294 -1.2747
F: 2.0142 8.8488 -0.0443
F: 2.1918 7.7906 -2.1622
F: 0.1414 7.7186 -0.9675
F: 0.8867 9.7595 -1.9247
C: -2.7841 -4.2190 4.7898
C: -2.2140 -3.0606 5.5817
O: -1.1645 -2.4433 4.8511
H: -2.0053 -4.9574 4.5732
H: -3.5916 -4.7086 5.3414
H: -3.1735 -3.8749 3.8260
H: -1.8062 -3.4119 6.5343
H: -2.9839 -2.3116 5.7912
H: -1.5388 -2.1274 4.0108
C: -3.6392 -0.6516 -2.3179
O: -3.5856 0.1489 -1.3971
O: -2.8382 -1.5742 -2.5076
O: -4.5028 -0.6633 -3.2027
Ca: -1.2561 6.0984 -1.3526

For the total energy, the calculation gives -107078.520 eV. The LUMO energy comes out at -8.738 eV. The calculation puts the frontier orbital gap at 3.297 eV. The HOMO energy is -12.04 eV. For the largest force on an atom, the calculation gives 6.4 eV/A. As for the net charge: +2.

---

Record 7
C15H37F3NO5 | ωB97M-V/def2-TZVPD

Atoms and positions in Å:
F: -0.7701 -1.6021 4.3195
C: -0.3444 -0.9610 3.1976
F: 0.1780 0.2240 3.5545
F: 0.6264 -1.7327 2.6572
C: -1.5006 -0.8422 2.2127
C: -2.1372 -2.1949 2.2709
N: -3.2950 -2.1989 2.7800
C: -3.7834 -0.8648 3.1824
C: -2.6945 0.0451 2.6158
H: -1.2285 -0.6510 1.1810
H: -1.6030 -3.0599 1.9092
H: -3.7837 -3.0783 2.8795
H: -4.7434 -0.7379 2.7076
H: -3.8485 -0.7665 4.2561
H: -2.4490 0.8691 3.2684
H: -3.0667 0.5127 1.7140
C: -0.6302 0.5822 -2.5233
C: -1.0841 -0.6646 -1.8008
O: -2.2724 -0.4168 -1.0296
H: -0.4384 1.3781 -1.8058
H: 0.2827 0.3937 -3.0889
H: -1.3984 0.9320 -3.2156
H: -0.3212 -0.9998 -1.0965
H: -1.2789 -1.4806 -2.5027
H: -2.9610 -0.1373 -1.6382
C: -0.1918 -6.9399 1.1255
C: -0.3630 -5.4508 1.3461
O: -0.9867 -4.8250 0.2192
H: 0.4115 -7.1188 0.2369
H: 0.2929 -7.4118 1.9801
H: -1.1593 -7.4218 0.9690
H: 0.6037 -4.9699 1.4843
H: -0.9722 -5.2647 2.2431
H: -1.8429 -5.2433 0.0908
C: 1.9395 4.5586 -0.1800
C: 0.6660 3.7467 -0.2942
O: 0.9561 2.3527 -0.3819
H: 2.5848 4.3739 -1.0387
H: 1.7269 5.6270 -0.1249
H: 2.4922 4.2701 0.7157
H: 0.1191 4.0133 -1.1978
H: 0.0141 3.9317 0.5673
H: 1.4331 2.1087 0.4203
C: 0.0079 2.6676 -6.9732
C: -0.4912 1.4368 -6.2407
O: -1.6853 1.7033 -5.5033
H: 0.1944 3.4784 -6.2690
H: 0.9301 2.4546 -7.5146
H: -0.7373 3.0192 -7.6902
H: 0.2466 1.0991 -5.5151
H: -0.6734 0.6195 -6.9459
H: -2.3554 1.9911 -6.1286
C: 5.4774 1.8881 2.8887
C: 4.1730 2.5664 2.5193
O: 3.1503 1.5959 2.2493
H: 5.8041 1.2317 2.0826
H: 6.2598 2.6220 3.0820
H: 5.3537 1.2741 3.7839
H: 4.2928 3.1609 1.6163
H: 3.8376 3.2294 3.3229
H: 3.0362 1.0780 3.0499

For the total energy, the calculation gives -36027.969 eV. The LUMO energy comes out at -4.031 eV. The calculation puts the frontier orbital gap at 7.939 eV. The HOMO energy is -11.97 eV. For the largest force on an atom, the calculation gives 1.5 eV/A. As for the net charge: +1.

---

The lowest largest force on an atom belongs to which entry?
C15H36I2N2O8P2Si2